(1)
A molecular structure, C35H33Cl2FN3O2PdSi. Source: the OMol25 dataset; level of theory: ωB97M-V/def2-TZVPD.

Positions of all 78 atoms, in Å:
Pd: -0.41869 0.02252 -0.06306
Cl: -5.63672 4.18334 1.69558
Cl: -1.02146 2.88243 4.33749
Si: -1.22300 0.22001 -3.19140
F: 2.26261 0.16349 -0.19772
O: -0.08904 2.27493 0.23699
O: -2.16420 1.76978 0.92466
N: -0.25820 0.15643 2.24252
N: -2.96547 4.81516 2.85328
N: 0.08535 0.14147 -2.07452
C: 3.83731 0.17633 -1.90303
C: 1.42301 0.13994 -2.43629
C: 0.31920 5.31125 1.17287
C: -1.68477 4.03278 0.34790
C: 3.17725 0.14119 -4.18614
C: -3.35490 3.48908 3.03516
C: -4.61087 3.05910 2.57303
C: -1.25336 -2.81873 4.99838
C: -3.06827 1.22905 3.89510
C: -2.84573 0.35826 -2.31031
C: -2.94517 -2.98909 1.09135
C: 0.32635 6.47565 3.27555
C: -0.60308 -0.85792 3.13471
C: -1.61388 5.23135 2.57938
C: -1.43538 -1.90334 2.73248
C: -1.05532 -1.80017 0.18270
C: -1.84299 -2.15487 1.30455
C: -0.99089 4.87897 1.38706
C: 1.84503 0.12504 -3.78870
C: -0.96680 6.03819 3.50628
C: -1.74202 -2.86749 3.70079
C: -2.31522 -3.39582 -1.17659
C: -5.08247 1.77339 2.74222
C: -4.30509 0.84151 3.41070
C: -1.29954 2.57484 0.51773
C: -2.60899 2.51949 3.70888
C: -0.38351 -1.79580 5.35330
C: 4.19617 0.16801 -3.24838
C: 0.97748 6.09767 2.10468
C: -0.05814 -0.83166 4.41808
C: -1.27243 -2.49369 -1.01155
C: 2.51292 0.16557 -1.52997
C: -1.32751 -1.24975 -4.35083
C: -3.20536 -3.58626 -0.13129
C: -1.11955 1.73888 -4.27707
H: 1.08105 0.09360 -4.55297
H: -1.49302 6.29235 4.41867
H: -1.10372 2.64678 -3.66308
H: 0.61188 -0.01957 4.67929
H: -1.35917 4.33943 -0.64641
H: 0.81895 5.00372 0.26187
H: -2.96519 -0.40212 -1.53703
H: -4.08170 -4.21210 -0.25307
H: -0.46251 -1.30072 -5.02041
H: -3.66996 0.25186 -3.02722
H: 4.58281 0.19532 -1.11599
H: 0.82752 7.09732 4.00720
H: -2.22892 -1.17316 -4.97188
H: -3.61788 -3.17662 1.92032
H: -2.46475 -3.89264 -2.12936
H: -2.00071 1.78094 -4.92950
H: -0.61562 -2.28165 -1.83985
H: -2.43118 0.52442 4.41738
H: -4.64878 -0.17580 3.54162
H: -0.22987 1.75271 -4.91082
H: 0.04438 -1.74944 6.34736
H: -3.63766 5.31712 2.29273
H: 3.41284 0.12629 -5.24474
H: -2.94073 1.33251 -1.81790
H: -6.04624 1.50992 2.32812
H: 0.37412 0.86286 2.58618
H: -1.06467 0.61841 1.82693
H: -1.52071 -3.59026 5.70958
H: 1.99479 6.41992 1.91545
H: -1.37756 -2.19315 -3.80012
H: -2.76740 4.12342 0.40954
H: -2.34843 -3.71398 3.40821
H: 5.23791 0.17838 -3.54455

Atoms 1-3, force components in eV/Å:
1.7113 0.3593 1.5348
0.1745 -0.0350 0.0927
-0.0771 -0.0244 0.0659

Its calculated total energy is -3106.05445 Eh. The gap between HOMO and LUMO is 6.788 eV. The strongest force on any atom is 2.327 eV/A. As for the spin multiplicity: 1. The HOMO energy comes out at -4.2 eV. Its total charge is -1. The relative energy (zero: lowest compared OMol25 entry of this formula, charge and spin) comes out at 136.7 kJ/mol.

Table of Löwdin atomic charges, one value per atom, all in e: 0.925 0.680 0.764 0.336 0.003 -0.092 -0.052 0.095 0.068 -0.158 -0.046 -0.277 -0.025 -0.038 -0.123 -0.303 -0.569 -0.102 -0.119 -0.170 -0.076 -0.097 -0.272 -0.263 -0.111 -0.185 -0.166 -0.154 -0.063 -0.068 -0.043 -0.106 -0.115 -0.075 -0.649 -0.557 -0.103 -0.136 -0.084 -0.055 -0.148 -0.233 -0.169 -0.106 -0.176 0.059 0.110 0.028 0.104 0.125 0.118 0.015 0.092 0.019 0.033 0.108 0.095 0.029 0.098 0.094 0.027 0.063 0.094 0.105 0.015 0.096 0.072 0.091 0.026 0.101 0.091 0.026 0.092 0.098 0.007 0.105 0.099 0.085


(2)
2 unconnected molecules or ions with the total composition C35H34BF3O2. Source: the OMol25 dataset; level of theory: ωB97M-V/def2-TZVPD.

Positions of all 75 atoms, in Å:
F: -1.17794 3.43738 5.50167
F: -0.95223 5.17008 4.17455
F: -2.70688 3.85643 3.97843
O: 1.29173 0.67535 -1.16315
O: 2.20960 -0.64284 0.56464
C: -1.21809 -5.34855 0.54181
C: 3.51492 2.64672 -0.22674
C: -3.90275 1.57123 1.77878
C: -1.74864 -0.65104 -1.66928
C: -0.89178 -3.48501 -0.94330
C: 0.58342 1.36524 1.29646
C: -1.88081 -3.10102 1.20302
C: 2.98781 3.11044 1.06639
C: -1.89573 -1.33730 -2.88234
C: -2.55749 -0.73608 -3.96196
C: 2.59418 -1.27383 -0.66111
C: -1.79364 -4.47050 1.46755
C: -3.12396 0.54146 -3.85661
C: 3.43264 0.55353 -2.29675
C: -2.67631 0.87046 -0.15615
C: 0.62077 1.02116 2.64472
C: 2.22094 -0.20625 -1.81199
C: 4.03187 -1.75118 -0.63977
C: -2.44679 0.60513 -1.56090
C: -2.22898 -0.18134 1.98333
C: -3.07936 1.21804 -2.63529
C: -1.39678 -1.09713 -0.30932
C: 1.56262 -0.75860 -3.06005
C: -3.64377 1.69364 0.41039
C: -0.75483 3.31066 1.85566
C: -1.35156 3.86494 4.21681
C: -0.78945 -4.84998 -0.68574
C: 2.93089 1.65122 0.70915
C: -1.36900 -2.53422 0.00800
C: -2.01769 -0.15062 0.60658
C: -0.64107 2.99812 3.20588
C: 1.78924 -2.53029 -0.78541
C: 0.07499 1.88006 3.60785
C: -0.17832 2.46528 0.90249
C: -3.16683 0.67317 2.56047
B: 1.56830 0.58354 0.22626
H: 1.34462 0.06939 -3.75214
H: 3.60376 1.02049 1.30791
H: -2.21262 -4.86407 2.39688
H: -1.12631 -6.41541 0.76065
H: -2.43449 -2.49457 1.90958
H: -0.48489 -3.16224 -1.90349
H: -1.55413 -2.36066 -3.01722
H: 4.22987 -2.33156 -1.55198
H: -1.29710 4.20593 1.54792
H: -3.52600 2.20061 -2.47414
H: 4.17516 -2.41875 0.21697
H: 0.19173 1.66954 4.66817
H: 4.09763 -0.09590 -2.87593
H: 2.24708 -1.45170 -3.56820
H: 3.72622 3.44501 1.79895
H: -3.32002 0.61359 3.63645
H: 0.61434 -1.26257 -2.84300
H: 2.06186 3.68260 1.04213
H: -4.66684 2.17344 2.26071
H: -0.35630 -5.49817 -1.45526
H: 1.13484 0.11984 2.97633
H: -2.63691 -1.31785 -4.87942
H: 4.75070 -0.93303 -0.57680
H: 2.09915 -3.13012 -1.65839
H: -0.29841 2.70740 -0.15301
H: 4.00809 0.98716 -1.48164
H: -3.61078 0.97821 -4.72677
H: -4.18735 2.39425 -0.23326
H: 0.75544 -2.19386 -0.89333
H: 4.59706 2.69529 -0.35559
H: -1.62947 -0.84660 2.59828
H: 3.10385 1.36791 -2.94864
H: 1.84317 -3.13139 0.12963
H: 2.93381 2.92027 -1.10739

Atoms 1-3, force components in eV/Å:
-0.1919 0.3763 -0.8612
-0.4305 -0.7879 0.0704
0.7361 0.2329 0.3125

Its calculated total energy is -1828.94570 Eh. The gap between HOMO and LUMO is 3.143 eV. The strongest force on any atom is 3.314 eV/A. As for the spin multiplicity: 1. The HOMO energy comes out at -6.5 eV. The relative energy (zero: lowest compared OMol25 entry of this formula, charge and spin) comes out at 142.5 kJ/mol.

Table of Löwdin atomic charges, one value per atom, all in e: 0.107 0.117 0.094 0.078 0.063 -0.058 -0.184 -0.031 -0.077 -0.064 -0.097 0.007 -0.142 -0.016 -0.055 -0.459 -0.058 -0.048 -0.036 -0.104 -0.031 -0.444 -0.016 -0.094 -0.014 0.001 0.084 -0.011 0.011 -0.017 -0.520 -0.056 -0.116 -0.117 -0.111 -0.154 -0.039 -0.010 -0.049 -0.043 -0.791 0.101 0.134 0.111 0.112 0.097 0.087 0.098 0.093 0.127 0.118 0.095 0.116 0.094 0.097 0.102 0.119 0.050 0.092 0.114 0.119 0.124 0.108 0.084 0.109 0.127 0.056 0.109 0.121 0.037 0.107 0.120 0.100 0.113 0.109